# 1
Density functional theory data (the ωB97M-V functional and the def2-TZVPD basis) for a 2-piece molecular cluster, C2H8S4 overall at a distorted geometry.

The calculation puts the LUMO energy (alpha / beta) at -4.638 / -8.020 eV. The energy is -1673.421157 Ha. Its HOMO energy (alpha / beta) is -0.44768 / -0.44759 Ha. The frontier orbital gap (alpha / beta) is 0.27724 / 0.15286 Eh. The value obtained for the molar mass is 160.35 g/mol. The value obtained for the energy above the lowest of the compared OMol25 structures with the same formula, charge and spin is 0.2649 eV. As for the expectation value of S²: 0.754. As for the net charge: +1. As for the spin multiplicity: 2.

Last column: natural (NBO) charge in e.
Geometry (Å):
C (-2.015, -0.869, -0.235)  -0.74
S (-1.466, -0.323, -1.901)  0.07
S (-1.756, 1.686, -1.835)  -0.09
H (-3.007, -1.282, -0.360)  0.24
H (-1.309, -1.562, 0.183)  0.20
H (-2.110, 0.026, 0.384)  0.23
H (-0.487, 2.098, -1.655)  0.09
C (1.390, -0.976, 1.054)  -0.76
S (1.419, 0.812, 1.241)  0.53
S (2.513, 1.474, -0.261)  0.20
H (1.413, -1.260, 0.005)  0.28
H (2.248, -1.314, 1.602)  0.27
H (0.517, -1.261, 1.618)  0.28
H (2.649, 2.751, 0.162)  0.20

---

# 2
Density functional theory data (the ωB97M-V functional and the def2-TZVPD basis) for C20H50F6Li4N3O22S6 as an isolated structure at a distorted geometry.

The calculation puts the LUMO energy at -8.431 eV. The energy is -5629.113529 Ha. Its HOMO energy is -0.32250 Ha. The frontier orbital gap is 0.01265 Eh. The value obtained for the molar mass is 1018.77 g/mol. As for the net charge: +1. As for the spin multiplicity: 1.

Last column: Mulliken charge in e.
Geometry (Å):
Li (-2.180, -14.442, -15.248)  0.94
Li (-4.817, -17.050, -17.017)  0.98
Li (3.901, -20.335, -11.411)  0.98
Li (-6.100, -21.188, -15.857)  0.97
N (7.379, -21.094, -12.609)  -0.33
S (7.908, -20.297, -13.978)  1.10
O (8.331, -21.235, -14.980)  -0.58
O (8.755, -19.056, -13.944)  -0.54
F (6.498, -19.801, -14.626)  -0.29
S (8.742, -20.897, -11.926)  1.13
O (8.834, -19.609, -11.257)  -0.60
O (9.971, -21.453, -12.448)  -0.59
F (8.640, -21.947, -10.744)  -0.29
N (3.692, -26.079, -14.548)  -0.23
S (2.316, -25.836, -13.626)  1.03
O (1.053, -26.424, -14.052)  -0.55
O (2.375, -24.557, -12.962)  -0.51
F (2.833, -26.928, -12.546)  -0.28
S (3.103, -25.563, -15.838)  1.03
O (2.592, -24.182, -15.910)  -0.58
O (2.605, -26.604, -16.711)  -0.59
F (4.515, -25.318, -16.598)  -0.32
N (-2.504, -17.988, -13.802)  -0.38
S (-3.111, -18.660, -12.501)  1.04
O (-2.315, -18.685, -11.275)  -0.52
O (-4.115, -19.693, -12.813)  -0.57
F (-4.114, -17.456, -12.183)  -0.29
S (-1.263, -19.215, -13.942)  0.99
O (-1.834, -20.527, -14.290)  -0.50
O (-0.037, -19.025, -13.151)  -0.48
F (-0.671, -18.817, -15.372)  -0.26
C (-5.549, -24.450, -4.974)  -0.72
O (-5.617, -23.529, -6.050)  -0.35
C (-4.487, -22.669, -6.143)  -0.60
C (-3.180, -23.149, -6.620)  -0.37
O (-3.094, -23.213, -8.035)  -0.35
C (-3.868, -24.205, -8.617)  -0.67
H (-5.451, -23.958, -4.005)  0.31
H (-4.833, -25.210, -5.287)  0.30
H (-6.519, -24.941, -4.901)  0.25
H (-4.325, -22.211, -5.167)  0.46
H (-4.837, -21.845, -6.765)  0.32
H (-2.912, -24.109, -6.180)  0.32
H (-2.414, -22.452, -6.282)  0.30
H (-3.821, -25.171, -8.113)  0.28
H (-3.678, -24.470, -9.657)  0.27
H (-4.891, -23.828, -8.627)  0.25
C (4.187, -22.002, -7.533)  -0.84
O (4.081, -20.730, -8.184)  -0.26
C (4.417, -19.634, -7.275)  -0.53
C (4.104, -18.300, -7.804)  -0.56
O (4.456, -18.182, -9.186)  -0.19
C (4.259, -16.933, -9.758)  -0.86
H (5.246, -22.244, -7.442)  0.35
H (3.870, -22.870, -8.112)  0.30
H (3.558, -22.153, -6.657)  0.30
H (5.490, -19.670, -7.091)  0.33
H (3.883, -19.835, -6.346)  0.34
H (4.674, -17.554, -7.248)  0.33
H (3.073, -18.008, -7.604)  0.37
H (4.647, -16.135, -9.125)  0.30
H (3.192, -16.731, -9.843)  0.33
H (4.902, -16.872, -10.636)  0.31
C (1.570, -13.336, -15.895)  -0.74
O (0.433, -12.726, -15.327)  -0.27
C (0.743, -11.729, -14.373)  -0.54
C (-0.583, -10.961, -14.025)  -0.59
O (-1.417, -12.010, -13.465)  -0.25
C (-2.513, -11.679, -12.658)  -0.76
H (2.251, -12.661, -16.413)  0.28
H (1.356, -14.149, -16.589)  0.25
H (2.068, -13.735, -15.011)  0.34
H (1.333, -10.901, -14.765)  0.37
H (1.300, -12.026, -13.484)  0.41
H (-1.013, -10.503, -14.915)  0.30
H (-0.501, -10.268, -13.188)  0.38
H (-2.699, -12.553, -12.033)  0.28
H (-3.399, -11.323, -13.183)  0.31
H (-2.217, -10.874, -11.985)  0.28
C (4.976, -17.878, -21.321)  -0.73
O (5.955, -16.843, -21.535)  -0.30
C (7.264, -17.364, -21.851)  -0.60
C (8.302, -16.102, -22.067)  -0.50
O (8.697, -15.466, -20.841)  -0.36
C (7.704, -15.099, -19.883)  -0.59
H (4.036, -17.355, -21.147)  0.23
H (5.212, -18.394, -20.391)  0.32
H (4.900, -18.590, -22.143)  0.29
H (7.323, -17.944, -22.772)  0.47
H (7.615, -18.086, -21.113)  0.37
H (7.824, -15.432, -22.782)  0.31
H (9.199, -16.430, -22.591)  0.34
H (8.155, -14.702, -18.974)  0.27
H (7.041, -15.879, -19.509)  0.22
H (7.175, -14.223, -20.260)  0.27
C (-5.163, -24.671, -17.393)  -0.76
O (-5.968, -24.374, -16.226)  -0.25
C (-7.012, -25.344, -16.168)  -0.54
C (-7.819, -24.984, -14.973)  -0.64
O (-8.386, -23.654, -15.148)  -0.31
C (-9.098, -23.273, -13.904)  -0.74
H (-4.459, -23.844, -17.300)  0.24
H (-5.691, -24.592, -18.344)  0.32
H (-4.602, -25.598, -17.278)  0.31
H (-6.707, -26.375, -15.988)  0.35
H (-7.632, -25.419, -17.061)  0.36
H (-7.202, -25.077, -14.079)  0.38
H (-8.618, -25.702, -14.785)  0.42
H (-8.409, -23.143, -13.070)  0.34
H (-9.812, -24.070, -13.696)  0.29
H (-9.583, -22.308, -14.050)  0.25